(1)
The following is a quantum chemistry calculation of a 16-piece molecular cluster, C48H128O16 overall in a non-equilibrium geometry, from the Open Molecules 2025 dataset.

- E: -3109.327476 Eh
- Spin multiplicity: 1
- Molar mass: 961.5 g/mol
- E_LUMO: 0.40 eV
- Kohn-Sham gap: 10.058 eV
- Energy relative to the best compared isomer or geometry (same formula, charge and spin): 113.7 kcal per mole

Cartesian coordinates (Å):
C -0.406 -0.938 0.810
C 0.407 0.246 0.276
C -0.049 0.853 -1.081
O 0.303 1.321 1.216
H -0.714 -1.658 0.051
H -1.321 -0.642 1.323
H 0.203 -1.540 1.484
H 1.468 0.007 0.209
H -0.980 1.415 -1.010
H -0.301 -0.013 -1.693
H 0.781 1.314 -1.616
H 0.430 0.997 2.111
C 2.762 -2.809 -1.532
C 3.993 -3.699 -1.318
C 3.724 -5.233 -1.505
O 5.010 -3.424 -2.274
H 2.951 -1.757 -1.320
H 1.942 -3.130 -0.890
H 2.369 -2.831 -2.549
H 4.340 -3.550 -0.296
H 3.544 -5.527 -2.539
H 2.911 -5.501 -0.830
H 4.592 -5.813 -1.193
H 4.543 -3.195 -3.081
C 0.669 -1.167 5.667
C -0.145 -0.682 4.474
C -1.568 -0.269 4.858
O 0.546 0.375 3.893
H 0.137 -1.970 6.177
H 0.773 -0.479 6.507
H 1.638 -1.580 5.388
H -0.165 -1.547 3.812
H -1.581 0.345 5.758
H -2.203 -1.106 5.150
H -2.166 0.241 4.103
H 1.063 0.794 4.586
C 2.772 4.092 1.164
C 2.353 4.642 -0.195
C 0.998 5.390 -0.065
O 3.331 5.567 -0.676
H 3.155 4.881 1.811
H 3.617 3.439 0.947
H 1.952 3.564 1.652
H 2.319 3.865 -0.958
H 0.256 4.780 0.450
H 0.600 5.693 -1.033
H 1.063 6.270 0.574
H 2.885 6.338 -1.035
C -3.028 -4.430 -1.378
C -1.544 -4.339 -1.874
C -0.778 -5.579 -1.397
O -1.468 -4.438 -3.313
H -3.619 -3.536 -1.575
H -3.129 -4.441 -0.293
H -3.579 -5.225 -1.881
H -1.084 -3.400 -1.566
H 0.263 -5.546 -1.716
H -1.152 -6.528 -1.783
H -0.754 -5.651 -0.310
H -1.860 -5.278 -3.562
C 0.496 1.922 -6.118
C 1.508 3.033 -5.707
C 2.205 2.528 -4.428
O 2.393 3.140 -6.765
H -0.071 2.287 -6.975
H -0.210 1.702 -5.318
H 0.918 0.960 -6.408
H 0.978 3.975 -5.569
H 2.937 3.253 -4.072
H 2.727 1.594 -4.639
H 1.439 2.383 -3.666
H 1.806 3.457 -7.456
C -3.039 -0.686 -3.983
C -4.517 -0.468 -4.299
C -5.370 -0.548 -2.960
O -4.588 0.763 -4.946
H -2.602 0.162 -3.456
H -2.454 -0.921 -4.872
H -2.894 -1.460 -3.229
H -4.846 -1.226 -5.009
H -6.401 -0.193 -2.959
H -4.953 0.159 -2.244
H -5.343 -1.525 -2.479
H -5.446 0.785 -5.377
C 0.318 -1.399 -4.704
C 0.205 -2.634 -5.637
C 0.949 -2.491 -6.904
O 0.693 -3.730 -4.905
H -0.269 -0.530 -5.003
H 1.388 -1.206 -4.628
H 0.044 -1.668 -3.684
H -0.842 -2.859 -5.841
H 0.662 -1.530 -7.331
H 0.804 -3.312 -7.607
H 2.030 -2.409 -6.798
H -0.012 -3.956 -4.293
C 6.448 0.042 -2.438
C 5.896 1.420 -2.137
C 4.550 1.362 -1.369
O 6.795 2.140 -1.270
H 6.769 -0.485 -1.540
H 7.263 0.028 -3.162
H 5.620 -0.455 -2.942
H 5.727 1.971 -3.063
H 3.671 1.157 -1.980
H 4.320 2.345 -0.958
H 4.468 0.710 -0.500
H 6.587 3.065 -1.417
C -1.652 5.567 2.870
C -2.632 4.413 2.754
C -2.037 3.176 3.474
O -3.896 4.678 3.309
H -0.757 5.272 2.321
H -1.383 5.766 3.907
H -2.046 6.427 2.327
H -2.748 4.140 1.706
H -1.145 2.796 2.975
H -2.742 2.345 3.488
H -1.752 3.350 4.512
H -3.765 4.839 4.247
C -5.444 -3.418 4.256
C -5.198 -2.678 2.894
C -3.828 -2.005 3.041
O -5.028 -3.578 1.864
H -5.362 -2.636 5.011
H -4.651 -4.147 4.421
H -6.409 -3.924 4.301
H -5.928 -1.920 2.609
H -3.369 -1.640 2.121
H -2.980 -2.551 3.454
H -3.979 -1.084 3.603
H -4.444 -4.261 2.202
C -2.460 3.536 -4.850
C -2.438 3.032 -3.406
C -1.975 4.206 -2.470
O -3.690 2.517 -2.967
H -3.267 4.251 -5.010
H -2.623 2.739 -5.575
H -1.519 3.939 -5.226
H -1.643 2.293 -3.305
H -1.020 4.584 -2.834
H -1.817 3.733 -1.501
H -2.701 5.007 -2.332
H -3.873 1.737 -3.496
C -5.958 0.668 0.801
C -4.821 1.551 1.360
C -3.547 1.337 0.518
O -5.196 2.873 1.296
H -5.678 -0.376 0.942
H -6.112 0.913 -0.250
H -6.888 0.885 1.327
H -4.494 1.247 2.355
H -2.696 1.889 0.915
H -3.603 1.724 -0.500
H -3.275 0.281 0.532
H -5.376 3.032 0.367
C 3.436 -0.333 2.410
C 4.678 -0.523 3.257
C 5.417 -1.777 2.934
O 5.515 0.589 2.889
H 2.891 0.606 2.510
H 2.678 -1.084 2.631
H 3.620 -0.477 1.345
H 4.503 -0.413 4.328
H 4.811 -2.678 3.021
H 6.322 -1.983 3.504
H 5.783 -1.728 1.908
H 5.975 0.364 2.077
C 2.219 3.706 6.943
C 1.519 2.733 5.950
C 1.402 3.514 4.602
O 2.377 1.614 5.814
H 3.175 4.085 6.582
H 2.418 3.206 7.892
H 1.572 4.552 7.177
H 0.566 2.411 6.370
H 0.554 4.192 4.694
H 1.174 2.788 3.822
H 2.238 4.178 4.380
H 3.241 1.935 5.546
C 1.753 -5.995 1.941
C 0.694 -5.608 2.981
C 0.262 -4.106 2.975
O -0.411 -6.451 2.661
H 2.649 -5.405 2.133
H 1.441 -5.768 0.921
H 2.057 -7.042 1.954
H 1.118 -5.756 3.974
H -0.542 -3.885 3.677
H -0.052 -3.791 1.980
H 1.116 -3.448 3.136
H -0.151 -7.375 2.654

(2)
The following is a quantum chemistry calculation of C23H22BrFMoN3O5SbSe4 as an isolated structure in a non-equilibrium geometry, from the Open Molecules 2025 dataset.

- E: -14018.255568 Eh
- Spin multiplicity: 3
- Molar mass: 1052.9 g/mol
- <S²>: 2.03
- E_LUMO (spin up / spin down): -2.06 / -2.06 eV
- Kohn-Sham gap (spin up / spin down): 3.854 / 4.038 eV
- Energy relative to the best compared isomer or geometry (same formula, charge and spin): 47.6 kcal per mole

Cartesian coordinates (Å):
Mo 0.238 -0.307 -0.224
C -4.645 -3.745 4.726
C -3.349 -4.428 4.323
N -2.711 -3.791 3.164
C -1.809 -2.822 3.393
C -1.191 -2.076 2.432
C -0.282 -0.939 2.868
O -0.089 -0.812 4.071
O 0.119 -0.189 1.931
C -1.489 -2.374 1.086
O -0.995 -1.822 0.108
C -2.519 -3.380 0.807
C -2.918 -3.602 -0.508
C -3.923 -4.497 -0.733
F -4.301 -4.775 -1.997
C -4.585 -5.161 0.305
C -4.180 -4.954 1.601
C -3.133 -4.061 1.872
N -5.679 -6.045 0.048
C -6.717 -5.535 -0.834
C -7.964 -6.376 -0.657
N -7.605 -7.803 -1.007
C -6.476 -8.323 -0.151
C -5.286 -7.396 -0.308
H -5.070 -4.234 5.602
H -5.387 -3.769 3.927
H -4.467 -2.700 4.977
H -3.494 -5.485 4.101
H -2.632 -4.390 5.141
H -1.588 -2.627 4.436
H -2.458 -3.057 -1.328
H -4.729 -5.448 2.388
H -6.427 -5.539 -1.894
H -6.942 -4.500 -0.578
H -8.774 -6.079 -1.320
H -8.305 -6.397 0.377
H -7.312 -7.828 -1.988
H -8.421 -8.409 -0.925
H -6.270 -9.342 -0.473
H -6.852 -8.317 0.871
H -4.896 -7.459 -1.338
H -4.490 -7.735 0.354
Se -3.190 -0.550 -3.411
Sb -1.317 0.872 -3.053
Se 0.587 -0.704 -2.591
Se -1.301 1.515 -0.604
Se -0.584 2.681 -4.369
Br 3.856 -2.087 2.932
C 4.810 -0.917 1.794
C 6.169 -0.755 2.031
C 6.908 0.122 1.257
C 6.294 0.859 0.253
C 4.939 0.707 0.031
C 4.186 -0.192 0.786
C 2.752 -0.325 0.436
O 2.179 -1.436 0.323
O 2.088 0.732 0.196
H 6.637 -1.315 2.828
H 7.967 0.235 1.447
H 6.864 1.554 -0.348
H 4.429 1.280 -0.732

(3)
The following is a quantum chemistry calculation of one molecule with the formula C6H10 in a non-equilibrium geometry, from the Open Molecules 2025 dataset.

- SMILES string: C/C=C/C=C/C
- E: -234.505896 Eh
- Spin multiplicity: 1
- Molar mass: 82.1 g/mol
- E_LUMO: 1.22 eV
- Kohn-Sham gap: 10.451 eV
- Energy relative to the best compared isomer or geometry (same formula, charge and spin): 60.6 kcal per mole

Cartesian coordinates (Å):
C -1.418 2.453 1.125
C -0.668 1.377 0.461
C -0.024 0.398 1.026
C 0.800 -0.525 0.081
C 0.310 -1.469 -0.717
C 1.093 -2.302 -1.722
H -0.858 3.393 1.054
H -1.658 2.317 2.224
H -2.220 2.662 0.447
H -0.496 1.694 -0.549
H -0.027 -0.237 1.954
H 1.801 -0.273 0.132
H -0.679 -1.725 -0.741
H 1.455 -1.448 -2.505
H 1.755 -2.969 -1.173
H 0.370 -3.005 -2.363